The following is a quantum chemistry calculation of a 7-piece molecular cluster, C39H67Br2ClI2N3O8 overall, from the OMol25 dataset.

The charge is +1. The max |F| is 0.760 eV/Å. The highest occupied orbital energy is -10.6 eV. The calculation puts the LUMO energy at -0.1537 Eh. The value obtained for the HOMO-LUMO gap is 6.416 eV. As for the spin multiplicity: 1. The value obtained for the energy is -231176.042 eV.

Atoms and positions in Å:
C1 4.569 -0.566 1.592
C2 4.495 0.916 1.922
C3 3.317 1.733 1.327
Cl1 2.535 2.825 2.493
C4 2.268 0.932 0.601
C5 1.319 0.082 1.154
I1 1.325 -0.286 3.208
C6 0.391 -0.598 0.338
C7 -0.629 -1.543 0.887
C8 -2.109 -1.161 0.711
C9 -2.515 0.275 0.970
I2 -2.629 0.762 3.036
C10 0.461 -0.420 -1.060
C11 -0.478 -1.142 -1.957
Br1 -0.154 -2.980 -2.142
C12 -1.511 -0.611 -2.615
C13 -2.452 -1.367 -3.493
Br2 -1.866 1.232 -2.499
C14 1.439 0.406 -1.614
C15 1.630 0.589 -3.078
N1 2.123 -0.668 -3.628
N2 2.279 1.038 -0.762
O1 3.238 1.845 -1.329
N3 4.512 1.023 -1.483
O2 5.314 1.684 -1.933
H1 5.588 -0.897 1.773
H2 4.361 -0.787 0.550
H3 3.949 -1.179 2.231
H4 4.515 1.088 2.990
H5 5.399 1.368 1.526
H6 3.742 2.425 0.627
H7 -0.493 -2.467 0.338
H8 -0.445 -1.777 1.923
H9 -2.457 -1.458 -0.272
H10 -2.664 -1.773 1.413
H11 -1.895 0.994 0.453
H12 -3.528 0.398 0.614
H13 -3.126 -1.966 -2.889
H14 -1.879 -2.010 -4.150
H15 -3.018 -0.677 -4.102
H16 0.687 0.829 -3.540
H17 2.292 1.424 -3.277
H18 3.124 -0.746 -3.523
H19 1.878 -0.722 -4.607
C16 -6.985 3.692 5.453
C17 -6.541 4.355 4.150
C18 -5.565 3.323 3.601
O3 -6.030 2.047 4.046
C19 -7.038 2.226 5.048
H20 -7.939 4.058 5.829
H21 -6.232 3.842 6.228
H22 -7.391 4.469 3.475
H23 -6.084 5.333 4.289
H24 -4.556 3.483 3.998
H25 -5.510 3.325 2.511
H26 -8.011 1.969 4.616
H27 -6.836 1.550 5.879
C20 -2.754 -7.847 -1.875
C21 -1.666 -7.170 -1.042
C22 -2.309 -5.821 -0.742
O4 -3.714 -6.048 -0.682
C23 -4.020 -7.350 -1.188
H28 -2.682 -8.933 -1.890
H29 -2.716 -7.488 -2.905
H30 -1.501 -7.724 -0.116
H31 -0.710 -7.078 -1.556
H32 -2.108 -5.098 -1.541
H33 -1.976 -5.391 0.205
H34 -4.296 -7.997 -0.349
H35 -4.873 -7.277 -1.862
C24 -1.251 0.682 -7.908
C25 0.055 1.476 -7.942
C26 0.405 1.558 -6.463
O5 -0.111 0.355 -5.863
C27 -0.987 -0.312 -6.785
H36 -1.492 0.193 -8.849
H37 -2.080 1.340 -7.642
H38 0.818 0.917 -8.486
H39 -0.040 2.458 -8.401
H40 -0.064 2.413 -5.978
H41 1.482 1.609 -6.284
H42 -0.488 -1.213 -7.155
H43 -1.895 -0.610 -6.263
C28 2.430 5.994 -5.082
C29 2.512 5.135 -3.820
C30 1.095 4.582 -3.735
O6 0.628 4.466 -5.079
C31 1.516 5.156 -5.965
H44 3.396 6.189 -5.544
H45 1.961 6.952 -4.853
H46 3.230 4.323 -3.967
H47 2.802 5.688 -2.929
H48 0.435 5.263 -3.189
H49 1.047 3.599 -3.257
H50 2.087 4.416 -6.538
H51 0.928 5.752 -6.662
C32 -4.993 -2.104 8.333
C33 -4.673 -2.045 6.839
C34 -5.168 -0.651 6.475
O7 -4.990 0.155 7.641
C35 -4.695 -0.674 8.767
H52 -4.407 -2.840 8.880
H53 -6.050 -2.331 8.481
H54 -3.594 -2.116 6.683
H55 -5.154 -2.828 6.255
H56 -6.232 -0.666 6.217
H57 -4.623 -0.199 5.648
H58 -3.637 -0.552 9.026
H59 -5.297 -0.349 9.615
C36 9.885 0.143 2.214
C37 10.159 -0.872 3.324
C38 8.796 -1.530 3.484
O8 8.179 -1.494 2.191
C39 8.920 -0.631 1.326
H60 10.778 0.465 1.683
H61 9.396 1.028 2.627
H62 10.895 -1.604 2.988
H63 10.521 -0.425 4.247
H64 8.167 -0.975 4.189
H65 8.857 -2.565 3.817
H66 9.457 -1.244 0.595
H67 8.224 0.015 0.787

Cartesian forces, eV/Å:
0.398 -0.092 0.186
-0.118 0.057 -0.183
0.096 -0.165 0.183
-0.087 0.192 0.184
-0.212 -0.278 -0.095
0.115 0.012 0.005
0.104 0.094 0.041
0.107 0.214 -0.295
-0.254 -0.019 -0.116
-0.035 -0.025 0.371
-0.111 -0.240 -0.261
0.137 0.103 0.093
0.215 0.280 0.213
-0.184 0.662 -0.239
0.196 -0.416 -0.127
0.397 -0.299 -0.005
0.286 0.258 0.017
0.029 0.329 0.165
-0.380 -0.089 0.651
0.502 -0.243 -0.473
-0.186 0.033 0.049
0.042 -0.017 0.018
-0.570 0.202 0.147
0.386 -0.368 -0.127
0.049 0.049 -0.014
0.205 -0.075 0.009
-0.146 -0.031 -0.173
-0.342 -0.093 -0.007
-0.032 -0.102 0.233
0.168 0.250 0.024
-0.013 0.182 -0.235
0.045 -0.307 0.038
0.142 0.154 0.225
-0.019 0.074 -0.272
-0.092 -0.282 0.038
0.175 0.205 0.118
-0.208 0.167 -0.048
-0.161 -0.185 0.045
0.012 -0.285 -0.105
-0.246 0.078 -0.083
-0.441 -0.029 -0.135
-0.017 0.261 0.020
0.094 -0.088 -0.100
-0.048 -0.074 -0.132
0.092 0.025 -0.003
-0.072 -0.037 -0.006
0.053 -0.003 0.107
-0.018 0.037 0.001
-0.072 -0.026 -0.037
-0.019 0.005 -0.016
0.001 -0.013 0.008
-0.002 -0.004 -0.005
0.017 0.004 0.014
0.007 0.057 -0.037
0.003 -0.054 -0.009
-0.012 0.012 0.022
0.038 0.002 -0.005
0.018 0.077 -0.030
-0.052 -0.041 0.038
-0.023 -0.004 -0.081
-0.030 0.025 0.015
0.047 -0.059 0.063
0.009 -0.013 0.020
-0.007 -0.002 -0.005
0.004 0.004 0.009
-0.004 0.001 -0.026
0.051 -0.028 0.011
-0.025 0.014 0.015
-0.002 -0.027 -0.020
-0.013 0.040 0.005
-0.012 0.087 0.064
0.038 -0.150 -0.003
-0.151 -0.009 0.010
0.104 -0.164 0.127
0.132 0.047 -0.105
0.021 -0.007 -0.021
-0.015 -0.008 0.004
0.010 0.012 0.000
-0.037 0.019 0.003
0.023 0.075 -0.035
0.008 -0.042 0.030
-0.026 0.007 -0.019
0.003 0.009 0.050
-0.044 0.008 0.049
0.023 -0.046 -0.050
-0.026 0.084 -0.027
0.022 0.037 0.071
0.067 -0.056 0.006
0.019 -0.014 0.002
-0.007 0.005 -0.003
0.000 -0.007 -0.001
-0.005 0.026 0.000
0.022 -0.009 0.042
-0.040 -0.016 -0.012
0.010 0.028 -0.013
-0.039 -0.010 0.009
-0.053 0.015 -0.044
0.070 0.030 0.058
-0.057 -0.041 0.034
0.003 0.036 -0.002
0.057 -0.032 -0.033
0.020 -0.005 -0.005
-0.006 0.003 0.007
0.002 0.004 -0.005
-0.025 -0.006 0.007
0.010 -0.053 -0.041
-0.011 0.047 -0.048
-0.005 -0.025 0.028
-0.014 0.031 -0.008
-0.057 0.021 0.058
0.016 -0.035 -0.078
-0.014 0.053 0.038
-0.087 0.077 -0.025
0.074 -0.074 0.015
0.020 -0.016 -0.002
-0.003 0.004 -0.005
0.000 -0.010 0.005
-0.008 0.025 0.006
0.026 -0.002 0.021
-0.028 -0.022 -0.028
0.012 0.035 -0.023
-0.030 -0.014 0.000

Atomic partial charges in e from the Mulliken method, atoms 1 to 2:
1. C -0.886
2. C -0.470

***

The following is a quantum chemistry calculation of C39H69F5PSSbSi3Tl as an isolated structure, from the OMol25 dataset.

The charge is +1. The max |F| is 0.875 eV/Å. The highest occupied orbital energy is -10.3 eV. The calculation puts the LUMO energy at -0.1166 Eh. The value obtained for the HOMO-LUMO gap is 7.141 eV. As for the spin multiplicity: 1. The value obtained for the energy is -110134.716 eV.

Atoms and positions in Å:
Tl1 -0.411 -0.824 -0.597
F1 3.850 4.912 1.298
C1 2.849 4.049 1.258
C2 2.475 3.464 0.071
F2 3.121 3.759 -1.055
C3 1.431 2.560 0.051
F3 1.121 2.040 -1.134
C4 0.730 2.173 1.182
S1 -0.612 1.036 1.238
C5 1.138 2.793 2.362
F4 0.525 2.494 3.501
C6 2.167 3.712 2.409
F5 2.515 4.270 3.561
C7 1.270 1.558 -5.425
Si1 -0.256 0.507 -5.387
C8 0.079 -1.236 -5.921
C9 -1.609 1.215 -6.445
Sb1 -1.245 0.632 -2.984
Si2 -3.551 -0.584 -3.080
C10 -4.392 -0.256 -4.705
C11 -4.517 0.036 -1.627
C12 -3.195 -2.402 -2.980
Si3 -1.622 3.186 -2.523
C13 0.003 4.077 -2.600
C14 -2.503 3.356 -0.912
C15 -2.722 3.709 -3.932
H1 1.766 1.439 -6.398
H2 1.984 1.276 -4.643
H3 1.024 2.620 -5.302
H4 0.212 -1.243 -7.012
H5 -0.756 -1.901 -5.680
H6 0.990 -1.634 -5.467
H7 -1.243 1.302 -7.479
H8 -1.922 2.212 -6.115
H9 -2.491 0.566 -6.453
H10 -4.442 0.810 -4.962
H11 -5.422 -0.638 -4.655
H12 -3.881 -0.787 -5.516
H13 -4.760 1.100 -1.719
H14 -3.953 -0.113 -0.699
H15 -5.457 -0.524 -1.546
H16 -2.527 -2.724 -3.786
H17 -4.140 -2.956 -3.077
H18 -2.751 -2.677 -2.021
H19 0.397 4.260 -1.593
H20 -0.144 5.051 -3.087
H21 0.761 3.523 -3.162
H22 -2.066 2.719 -0.138
H23 -3.561 3.086 -1.018
H24 -2.446 4.399 -0.570
H25 -2.146 3.905 -4.845
H26 -3.230 4.644 -3.651
H27 -3.493 2.964 -4.159
C16 0.369 -3.323 -3.240
C17 1.727 -2.573 -3.206
C18 2.735 -3.252 -2.267
C19 2.131 -3.646 -0.900
C20 0.853 -4.528 -1.096
C21 0.467 -4.687 -2.568
P1 1.792 -2.194 0.189
C22 1.175 -2.977 1.741
C23 2.104 -3.998 2.422
C24 3.079 -3.385 3.434
C25 2.345 -2.520 4.458
C26 1.589 -1.400 3.749
C27 0.578 -1.970 2.755
C28 3.421 -1.397 0.475
C29 4.619 -2.355 0.460
C30 5.845 -1.624 1.037
C31 5.922 -0.153 0.568
C32 5.145 0.047 -0.733
C33 3.650 -0.216 -0.500
H28 0.020 -3.440 -4.265
H29 -0.398 -2.746 -2.717
H30 1.577 -1.536 -2.893
H31 2.167 -2.537 -4.205
H32 3.601 -2.602 -2.136
H33 3.104 -4.163 -2.742
H34 2.880 -4.215 -0.353
H35 -0.004 -4.089 -0.577
H36 1.016 -5.511 -0.653
H37 -0.489 -5.210 -2.632
H38 1.204 -5.301 -3.093
H39 0.318 -3.525 1.343
H40 2.646 -4.591 1.681
H41 1.456 -4.698 2.962
H42 3.830 -2.766 2.927
H43 3.616 -4.194 3.934
H44 3.055 -2.102 5.175
H45 1.636 -3.139 5.023
H46 2.308 -0.749 3.237
H47 1.060 -0.773 4.469
H48 0.078 -1.158 2.237
H49 -0.200 -2.500 3.317
H50 3.336 -0.996 1.485
H51 4.835 -2.679 -0.558
H52 4.422 -3.256 1.044
H53 6.744 -2.162 0.733
H54 5.809 -1.659 2.129
H55 6.963 0.140 0.430
H56 5.505 0.510 1.333
H57 5.537 -0.630 -1.500
H58 5.281 1.063 -1.106
H59 3.154 -0.394 -1.460
H60 3.194 0.669 -0.071
C34 -4.742 -4.059 0.438
C35 -3.915 -3.365 1.530
C36 -4.780 -2.337 2.275
C37 -3.361 -4.400 2.522
C38 -2.782 -2.670 0.882
C39 -1.851 -2.132 0.318
H61 -5.556 -4.637 0.887
H62 -4.116 -4.736 -0.150
H63 -5.175 -3.318 -0.240
H64 -5.628 -2.842 2.747
H65 -5.163 -1.576 1.592
H66 -4.199 -1.838 3.054
H67 -4.183 -4.955 2.984
H68 -2.799 -3.898 3.316
H69 -2.696 -5.107 2.022

Cartesian forces, eV/Å:
0.344 0.695 0.195
0.198 0.194 -0.001
0.043 0.008 0.004
-0.045 -0.071 -0.018
0.093 0.032 -0.199
0.064 0.112 0.320
-0.098 -0.660 -0.566
0.025 0.002 0.084
0.060 -0.041 -0.314
-0.070 -0.122 -0.026
-0.093 -0.032 0.254
-0.022 0.017 0.183
0.020 0.038 0.137
0.229 0.185 0.022
-0.093 -0.003 0.096
0.081 -0.245 -0.049
-0.221 0.183 -0.173
0.003 -0.521 0.439
0.192 0.051 -0.155
-0.204 0.255 -0.219
-0.090 0.138 0.246
0.014 -0.264 0.013
-0.075 -0.224 -0.138
0.305 0.278 0.015
-0.219 0.011 0.295
-0.170 0.091 -0.245
-0.065 0.037 0.151
-0.068 0.048 -0.109
0.072 -0.169 -0.019
-0.029 0.022 0.160
0.099 0.075 -0.080
-0.214 0.069 -0.138
-0.062 -0.021 0.209
0.046 -0.210 -0.113
0.194 0.159 -0.044
-0.027 -0.246 0.025
0.195 0.065 -0.015
-0.109 0.065 0.098
0.011 -0.160 0.010
-0.090 0.012 -0.063
0.092 0.074 0.002
-0.123 0.011 0.066
0.156 0.097 -0.013
-0.018 -0.036 -0.019
-0.108 0.036 -0.286
0.003 -0.168 0.080
-0.106 0.165 0.092
-0.047 0.105 -0.037
0.175 0.071 0.039
-0.037 -0.160 -0.087
-0.130 -0.011 0.153
0.107 -0.176 -0.069
0.087 0.169 0.026
0.320 -0.045 0.037
-0.086 -0.386 0.185
-0.176 0.168 0.087
-0.342 0.096 -0.454
0.141 0.102 -0.074
0.085 0.079 0.093
-0.151 -0.338 -0.070
-0.155 0.188 0.179
0.129 0.131 0.030
-0.144 0.026 0.022
0.080 0.053 -0.081
-0.051 -0.146 -0.019
0.240 -0.175 0.012
-0.112 0.206 -0.195
0.130 0.032 0.143
-0.085 0.088 -0.042
-0.054 -0.138 -0.089
-0.015 -0.044 0.138
0.240 -0.230 -0.138
-0.002 0.026 0.008
-0.060 0.069 -0.007
-0.009 0.103 -0.052
0.046 -0.019 0.095
-0.013 -0.034 -0.042
0.034 -0.001 0.054
0.093 -0.076 -0.002
-0.019 -0.030 -0.022
0.005 0.026 0.089
0.033 -0.006 -0.005
-0.062 -0.060 0.005
-0.069 -0.061 -0.039
-0.045 -0.050 0.059
0.016 -0.004 -0.018
-0.084 -0.092 0.099
0.043 0.032 -0.029
-0.036 -0.054 0.003
0.057 0.050 -0.023
-0.049 0.030 0.047
0.023 0.015 -0.041
-0.080 -0.014 0.045
0.049 -0.012 -0.032
0.022 0.060 0.042
-0.040 0.008 0.030
0.041 0.042 -0.088
0.014 -0.009 0.020
0.018 -0.023 -0.042
-0.005 0.033 0.067
0.021 -0.009 -0.016
-0.028 0.059 0.028
-0.002 -0.013 -0.056
-0.026 0.006 0.030
-0.162 0.214 0.070
-0.021 -0.040 -0.032
0.120 0.058 -0.037
0.003 -0.072 0.049
0.008 0.060 0.064
0.133 0.022 -0.106
-0.301 0.013 -0.069
0.096 0.091 -0.035
-0.066 0.024 0.057
0.018 -0.065 0.038
0.073 0.052 -0.058
0.008 -0.045 0.018
-0.029 -0.005 -0.036
0.074 0.052 -0.059
-0.039 -0.075 -0.076
-0.067 0.024 0.019

Atomic partial charges in e from the Mulliken method, atoms 1 to 2:
1. Tl 0.834
2. F -0.310

***

Q: The lowest energy belongs to which entry?
A: C39H67Br2ClI2N3O8